No. 1
Entry from the OMol25 dataset: one molecule with the formula C5H10O2 (ωB97M-V/def2-TZVPD).

Atoms and positions in Å:
1 C 0.407 -0.269 2.318
2 C 0.681 -0.523 0.828
3 O 0.001 -1.634 0.298
4 C 0.081 0.562 -0.080
5 C 0.423 0.494 -1.563
6 C -1.058 0.341 -1.862
7 O -1.414 0.086 -0.483
8 H 0.704 -1.138 2.917
9 H 0.948 0.608 2.708
10 H -0.665 -0.110 2.457
11 H 1.797 -0.602 0.718
12 H -0.868 -1.171 -0.087
13 H -0.063 1.546 0.366
14 H 0.888 1.381 -1.983
15 H 1.002 -0.403 -1.801
16 H -1.327 -0.448 -2.576
17 H -1.529 1.277 -2.169

Summary:
**Max |F|**: 2.211 eV Å⁻¹
**E_HOMO**: -9.6857 eV
**DFT total energy**: -9440.1995 eV
**LUMO energy**: 1.018 eV
**Charge**: 0
**Orbital gap**: 10.704 eV


No. 2
Entry from the OMol25 dataset: one molecule with the formula C5H10O2 (ωB97M-V/def2-TZVPD).

Atoms and positions in Å:
1 C -2.370 0.482 -0.332
2 C -1.200 -0.318 0.175
3 O -0.538 0.359 1.212
4 C 0.714 -0.295 1.276
5 C 1.040 -0.582 -0.206
6 C 1.973 0.447 -0.819
7 O -0.236 -0.501 -0.840
8 H -2.018 1.427 -0.752
9 H -2.896 -0.078 -1.108
10 H -3.063 0.685 0.486
11 H -1.520 -1.310 0.547
12 H 1.433 0.369 1.760
13 H 0.630 -1.219 1.867
14 H 1.443 -1.594 -0.345
15 H 1.931 0.401 -1.911
16 H 3.009 0.276 -0.505
17 H 1.668 1.450 -0.506

Summary:
**Max |F|**: 0.330 eV Å⁻¹
**E_HOMO**: -9.9423 eV
**DFT total energy**: -9441.8107 eV
**LUMO energy**: 1.117 eV
**Charge**: 0
**Orbital gap**: 11.059 eV


No. 3
Entry from the OMol25 dataset: a 2-piece molecular cluster, C5H10O2 overall (ωB97M-V/def2-TZVPD).

Atoms and positions in Å:
1 C 0.151 -1.169 -1.237
2 C -0.751 -0.197 -1.304
3 C -1.955 -0.154 -0.394
4 C -1.520 0.677 0.787
5 O -0.933 0.232 1.749
6 H 1.063 -1.153 -1.822
7 H 0.031 -2.023 -0.583
8 H -0.594 0.648 -1.968
9 H -2.823 0.299 -0.887
10 H -2.206 -1.160 -0.047
11 H -1.719 1.762 0.718
12 C 2.103 0.607 0.697
13 O 1.645 -0.667 1.063
14 H 2.971 0.466 0.048
15 H 2.410 1.194 1.571
16 H 1.354 1.187 0.134
17 H 0.775 -0.551 1.475

Summary:
**Max |F|**: 0.563 eV Å⁻¹
**E_HOMO**: -9.5236 eV
**DFT total energy**: -9440.4983 eV
**LUMO energy**: 0.553 eV
**Charge**: 0
**Orbital gap**: 10.077 eV


No. 4
Entry from the OMol25 dataset: one molecule with the formula C5H10O2 (ωB97M-V/def2-TZVPD).

Atoms and positions in Å:
1 C 2.548 -0.130 0.384
2 O 1.525 -0.537 -0.490
3 C 0.270 -0.757 0.116
4 C -0.794 0.148 -0.528
5 C -2.200 -0.427 -0.425
6 C -0.695 1.528 0.082
7 O -1.619 2.127 0.578
8 H 2.347 0.865 0.807
9 H 3.468 -0.084 -0.204
10 H 2.692 -0.840 1.209
11 H 0.320 -0.580 1.201
12 H -0.017 -1.807 -0.027
13 H -0.495 0.242 -1.581
14 H -2.939 0.282 -0.807
15 H -2.272 -1.355 -1.003
16 H -2.464 -0.646 0.615
17 H 0.325 1.973 0.073

Summary:
**Max |F|**: 0.492 eV Å⁻¹
**E_HOMO**: -9.6938 eV
**DFT total energy**: -9441.1573 eV
**LUMO energy**: 0.897 eV
**Charge**: 0
**Orbital gap**: 10.591 eV


No. 5
Entry from the OMol25 dataset: one molecule with the formula C5H10O2 (ωB97M-V/def2-TZVPD).

Atoms and positions in Å:
1 C -2.236 -0.262 -0.100
2 C -0.798 -0.494 -0.550
3 O -0.414 0.457 -1.524
4 C 0.161 -0.523 0.651
5 C 1.624 -0.295 0.269
6 C 2.005 1.161 0.200
7 O 1.221 2.078 0.078
8 H -2.555 -1.006 0.640
9 H -2.324 0.732 0.357
10 H -2.911 -0.304 -0.959
11 H -0.731 -1.462 -1.065
12 H -0.220 1.286 -1.057
13 H -0.133 0.245 1.377
14 H 0.061 -1.489 1.161
15 H 1.850 -0.714 -0.724
16 H 2.311 -0.781 0.972
17 H 3.090 1.372 0.274

Summary:
**Max |F|**: 0.554 eV Å⁻¹
**E_HOMO**: -10.0892 eV
**DFT total energy**: -9441.8457 eV
**LUMO energy**: 0.945 eV
**Charge**: 0
**Orbital gap**: 11.034 eV


No. 6
Entry from the OMol25 dataset: one molecule with the formula C5H10O2 (ωB97M-V/def2-TZVPD).

Atoms and positions in Å:
1 C 1.353 -1.301 -0.745
2 C -0.102 -0.947 -0.439
3 O -0.617 -1.727 0.619
4 C -0.287 0.537 -0.117
5 C -1.730 0.961 0.150
6 C 1.208 1.773 1.375
7 O 0.425 0.757 1.155
8 H 1.432 -2.372 -0.949
9 H 1.726 -0.751 -1.617
10 H 2.004 -1.067 0.106
11 H -0.723 -1.177 -1.315
12 H -0.147 -1.445 1.418
13 H 0.220 1.156 -0.871
14 H -1.803 2.059 0.154
15 H -2.412 0.536 -0.597
16 H -1.990 0.584 1.140
17 H 1.233 2.333 0.390

Summary:
**Max |F|**: 0.799 eV Å⁻¹
**E_HOMO**: -8.7407 eV
**DFT total energy**: -9438.9674 eV
**LUMO energy**: 0.687 eV
**Charge**: 0
**Orbital gap**: 9.427 eV